{
  "formula": "C31H38F9N6O2S",
  "method": "ωB97M-V with the def2-TZVPD basis set",
  "spin_multiplicity": 1,
  "homo_energy_ha": -0.347,
  "homo_lumo_gap_ev": 5.0,
  "total_charge": 1,
  "species": ["C", "C", "C", "N", "N", "C", "C", "C", "C", "O", "O", "C", "C", "C", "C", "C", "C", "C", "F", "F", "C", "F", "F", "S", "F", "F", "F", "F", "F", "H", "H", "H", "H", "H", "H", "H", "H", "H", "H", "H", "H", "H", "H", "H", "H", "H", "H", "N", "C", "C", "C", "C", "H", "H", "H", "H", "H", "N", "C", "C", "C", "C", "H", "H", "H", "H", "H", "N", "C", "C", "C", "C", "H", "H", "H", "H", "H", "N", "C", "C", "C", "C", "H", "H", "H", "H", "H"],
  "coordinates": [[0.0332, -0.1957, 4.2448], [-0.6393, -0.0046, 2.9230], [0.1706, -0.3347, 1.6970], [-1.8546, 0.4149, 2.9110], [-2.2748, 1.0425, 1.7181], [-2.9804, 0.3254, 0.8178], [-3.4104, 0.8818, -0.3537], [-3.1054, 2.2189, -0.6003], [-3.5375, 2.8842, -1.8879], [-4.6695, 3.1592, -2.0993], [-2.5471, 3.0837, -2.7819], [-2.4142, 2.9526, 0.3495], [-1.9993, 2.3440, 1.5290], [-1.2589, 3.1211, 2.5726], [0.2741, 2.9291, 2.4049], [1.0344, 4.1871, 1.9630], [2.4581, 4.2679, 2.5175], [3.4189, 3.1756, 2.0463], [3.0736, 2.0045, 2.6676], [4.6504, 3.5075, 2.4893], [3.4401, 2.9488, 0.5153], [2.3140, 2.3155, 0.1336], [3.4100, 4.1591, -0.0647], [4.9300, 2.0111, -0.2092], [5.2095, 1.3135, 1.1817], [5.8585, 3.2279, 0.1458], [4.6132, 2.6456, -1.6275], [4.0060, 0.7710, -0.6052], [6.1603, 1.2590, -0.8213], [0.1025, -1.2683, 4.4511], [1.0617, 0.1454, 4.1279], [-0.4830, 0.3282, 5.0421], [-0.0498, 0.3060, 0.8444], [-0.0106, -1.3799, 1.4322], [1.2309, -0.2279, 1.9189], [-3.1794, -0.7020, 1.0880], [-3.9604, 0.2879, -1.0690], [-1.7125, 3.2628, -2.3275], [-2.1681, 3.9954, 0.2011], [-1.5713, 2.8100, 3.5663], [-1.4955, 4.1756, 2.4420], [0.7058, 2.5701, 3.3396], [0.4571, 2.1546, 1.6627], [1.0591, 4.2412, 0.8729], [0.4955, 5.0847, 2.2742], [2.8919, 5.2493, 2.3433], [2.4108, 4.1067, 3.5972], [0.2799, -3.9594, -0.2156], [-0.8121, -4.7283, -0.5386], [-0.6786, -5.9274, 0.1024], [0.5352, -5.8847, 0.8437], [1.1045, -4.6611, 0.6313], [0.4469, -3.0271, -0.5444], [-1.5813, -4.3563, -1.1939], [-1.3724, -6.7489, 0.0477], [0.9421, -6.6676, 1.4608], [2.0187, -4.2300, 1.0032], [1.9642, -3.1630, -2.9719], [3.2782, -2.8842, -3.2421], [3.4142, -2.7738, -4.5988], [2.1316, -2.9920, -5.1700], [1.2578, -3.2273, -4.1427], [1.5755, -3.3016, -2.0596], [4.0004, -2.7903, -2.4492], [4.3292, -2.5618, -5.1253], [1.8852, -2.9739, -6.2187], [0.2005, -3.4351, -4.1427], [-0.0560, -4.6256, -7.6727], [0.2409, -3.9797, -8.8423], [-0.4012, -4.6351, -9.8580], [-1.1169, -5.7175, -9.2779], [-0.8851, -5.6838, -7.9293], [0.2834, -4.3641, -6.7656], [0.8810, -3.1140, -8.8523], [-0.3633, -4.3695, -10.9010], [-1.7303, -6.4374, -9.7930], [-1.2361, -6.3195, -7.1346], [-3.7313, 2.3593, 5.8262], [-3.2225, 3.6322, 5.9004], [-3.8772, 4.2902, 6.9049], [-4.8166, 3.3817, 7.4622], [-4.7021, 2.2018, 6.7789], [-3.4408, 1.6505, 5.1772], [-2.4404, 3.9587, 5.2370], [-3.7037, 5.3086, 7.2089], [-5.4977, 3.5742, 8.2735], [-5.2254, 1.2677, 6.8885]]
}

=====

{
  "formula": "C33H35F3GeN4O3ReSSb",
  "method": "ωB97M-V with the def2-TZVPD basis set",
  "s2": 0.812,
  "relative_energy_kj_mol": 168.5,
  "spin_multiplicity": 2,
  "homo_energy_ha": [-0.130, -0.130],
  "homo_lumo_gap_ev": [5.9, 5.9],
  "total_charge": -1,
  "species": ["Re", "F", "C", "F", "F", "C", "C", "C", "C", "N", "C", "S", "H", "H", "H", "C", "Sb", "C", "C", "H", "H", "H", "H", "H", "H", "H", "H", "H", "N", "C", "N", "C", "C", "O", "C", "C", "H", "H", "H", "H", "H", "H", "H", "H", "C", "Ge", "C", "C", "C", "C", "C", "C", "C", "C", "C", "C", "C", "C", "C", "C", "C", "C", "C", "C", "H", "H", "H", "H", "H", "H", "H", "H", "H", "H", "H", "H", "H", "H", "H", "O", "N", "O"],
  "coordinates": [[1.6240, -1.1500, 0.3281], [6.2068, -1.2400, 2.8825], [5.5123, -0.2821, 3.5278], [5.9145, 0.8886, 2.9770], [6.0262, -0.2659, 4.7804], [4.0371, -0.4748, 3.5227], [3.3166, -0.5131, 4.7225], [1.9409, -0.7114, 4.6634], [1.3288, -0.8911, 3.4435], [2.0077, -0.8543, 2.2807], [3.3561, -0.6279, 2.3107], [4.0621, -0.5880, 0.7583], [3.8191, -0.4180, 5.6705], [1.3486, -0.7365, 5.5640], [0.2627, -1.0659, 3.3675], [3.5419, 3.6742, 1.3307], [2.0075, 2.5135, 0.3082], [0.4047, 3.6087, 1.2779], [1.9672, 3.8299, -1.4372], [3.3765, 4.7392, 1.2044], [4.5218, 3.4106, 0.9485], [3.5149, 3.4300, 2.3874], [0.5880, 4.6766, 1.2316], [0.3370, 3.2981, 2.3138], [-0.5314, 3.3802, 0.7832], [1.9416, 4.8706, -1.1360], [1.0776, 3.6023, -2.0133], [2.8392, 3.6533, -2.0578], [1.7886, -1.2044, -1.5976], [2.1047, -1.0232, -2.7101], [2.3186, -1.0137, -4.0074], [2.6383, 0.2505, -4.6529], [1.3529, 0.9677, -5.0838], [0.5698, 0.1400, -5.9173], [0.2020, -1.0495, -5.2482], [1.4433, -1.8424, -4.8336], [3.2436, 0.0187, -5.5341], [3.2075, 0.8825, -3.9730], [1.5897, 1.8555, -5.6729], [0.7737, 1.2649, -4.1956], [-0.4034, -1.6234, -5.9513], [-0.3997, -0.8107, -4.3585], [2.0134, -2.1338, -5.7210], [1.1579, -2.7298, -4.2719], [-0.2249, -0.7321, 0.2954], [-2.1094, -0.6069, 0.5681], [-2.8904, 0.9565, -0.4097], [-2.4250, 1.2320, -1.6889], [-2.9714, 2.2588, -2.4378], [-3.9839, 3.0383, -1.9021], [-4.4486, 2.7818, -0.6238], [-3.9108, 1.7391, 0.1115], [-2.7320, -2.2488, -0.3738], [-3.9159, -2.9392, -0.1596], [-4.2125, -4.0673, -0.9070], [-3.3528, -4.4893, -1.9064], [-2.1718, -3.8018, -2.1352], [-1.8613, -2.7031, -1.3589], [-2.6538, -0.3967, 2.4796], [-3.1195, -1.4336, 3.2798], [-3.3154, -1.2479, 4.6379], [-3.0337, -0.0235, 5.2241], [-2.5532, 1.0149, 4.4407], [-2.3637, 0.8238, 3.0861], [-1.6137, 0.6311, -2.0795], [-2.6182, 2.4541, -3.4417], [-4.4153, 3.8414, -2.4846], [-5.2373, 3.3925, -0.2052], [-4.2792, 1.5331, 1.1079], [-4.6081, -2.5996, 0.6003], [-5.1146, -4.6284, -0.7062], [-3.5987, -5.3538, -2.5070], [-1.4878, -4.1326, -2.9070], [-0.9117, -2.1890, -1.4765], [-3.3275, -2.3961, 2.8319], [-3.6938, -2.0557, 5.2501], [-3.1862, 0.1223, 6.2849], [-2.3313, 1.9733, 4.8939], [-1.9764, 1.6280, 2.4740], [2.1224, -5.4597, -0.0253], [2.2124, -4.2940, -0.4080], [2.3625, -3.3251, 0.3689]]
}

=====

{
  "formula": "C11H12N2PTm",
  "method": "ωB97M-V with the def2-TZVPD basis set",
  "s2": 2.027,
  "relative_energy_kj_mol": 33.9,
  "spin_multiplicity": 3,
  "homo_energy_ha": [-0.217, -0.217],
  "homo_lumo_gap_ev": [4.0, 4.0],
  "species": ["C", "C", "C", "C", "C", "Tm", "P", "H", "H", "H", "H", "H", "H", "H", "H", "N", "C", "C", "C", "C", "N", "C", "C", "H", "H", "H", "H"],
  "coordinates": [[-0.3737, 0.4929, -2.7674], [-1.3566, 1.5144, -2.7723], [-0.7097, 2.7695, -2.9902], [0.6942, 2.5384, -3.0982], [0.9392, 1.1509, -2.9537], [1.8574, -1.5534, -0.4687], [-0.4866, -2.9289, -0.1273], [-0.5383, -0.5833, -2.6497], [-2.4343, 1.3792, -2.6693], [-1.1862, 3.7438, -3.0602], [1.9052, 0.6385, -3.0064], [1.4574, 3.2962, -3.2628], [-0.5202, -4.2396, -0.7353], [-1.7805, -2.4802, -0.5604], [-0.8658, -3.3581, 1.1832], [-1.4034, -0.5525, 5.4776], [-0.8305, -0.4210, 4.4653], [-0.1295, -0.2810, 3.2077], [0.9986, -1.0423, 2.9794], [1.6129, -0.9809, 1.7312], [1.1144, -0.0974, 0.7676], [0.1221, 0.7778, 1.0655], [-0.5739, 0.6360, 2.2419], [1.3996, -1.7319, 3.7225], [2.6266, -1.4470, 1.5597], [-0.0856, 1.5083, 0.2918], [-1.4530, 1.2519, 2.4283]]
}

=====

{
  "formula": "C8H17N",
  "method": "ωB97M-V with the def2-TZVPD basis set",
  "relative_energy_kj_mol": 24.9,
  "spin_multiplicity": 1,
  "homo_energy_ha": -0.326,
  "homo_lumo_gap_ev": 9.8,
  "smiles": "CC(C)[C@]1(C)NC1(C)C",
  "species": ["C", "C", "C", "C", "C", "N", "C", "C", "C", "H", "H", "H", "H", "H", "H", "H", "H", "H", "H", "H", "H", "H", "H", "H", "H", "H"],
  "coordinates": [[1.8675, 0.1263, 1.2619], [1.3538, 0.2636, -0.1688], [2.3297, -0.3490, -1.1725], [-0.1080, -0.3797, -0.3184], [-0.1991, -1.8432, 0.0419], [-0.8603, 0.1385, -1.4753], [-1.2820, 0.5722, -0.1405], [-1.1411, 2.0264, 0.2234], [-2.6295, -0.0572, 0.4041], [1.1672, 0.5717, 1.9758], [2.0103, -0.9231, 1.5403], [2.8318, 0.6336, 1.3800], [1.3103, 1.3322, -0.4015], [2.5378, -1.4009, -0.9555], [1.9325, -0.2864, -2.1908], [3.2872, 0.1845, -1.1537], [-0.2836, -1.9557, 1.1273], [0.6850, -2.3947, -0.2885], [-1.0629, -2.3308, -0.4202], [-1.4964, -0.5661, -1.8495], [-2.1074, 2.5358, 0.1451], [-0.7897, 2.1242, 1.2548], [-0.4518, 2.5612, -0.4372], [-2.5906, -0.1113, 1.4962], [-3.4691, 0.5823, 0.1123], [-2.8414, -1.0543, 0.0093]]
}

=====

{
  "formula": "C31H24N4O6RuS",
  "method": "ωB97M-V with the def2-TZVPD basis set",
  "s2": 6.058,
  "spin_multiplicity": 5,
  "homo_energy_ha": [-0.529, -0.530],
  "homo_lumo_gap_ev": [8.1, 5.2],
  "total_charge": 2,
  "species": ["Ru", "O", "C", "N", "C", "C", "C", "C", "C", "C", "N", "C", "C", "C", "C", "C", "N", "H", "H", "H", "H", "H", "H", "H", "H", "H", "H", "O", "C", "C", "C", "C", "C", "C", "C", "O", "N", "O", "O", "H", "H", "H", "H", "O", "S", "C", "C", "C", "C", "C", "C", "C", "C", "C", "C", "C", "C", "H", "H", "H", "H", "H", "H", "H", "H", "H", "H"],
  "coordinates": [[-0.1498, 0.2393, -0.3463], [3.3379, 2.1743, -0.2557], [2.1743, 1.8847, -0.3268], [1.6155, 0.7160, 0.1699], [2.4727, -0.2578, 0.8330], [1.6110, -1.3975, 1.2910], [2.0740, -2.4020, 2.1213], [1.2193, -3.4263, 2.4833], [-0.0886, -3.4299, 2.0102], [-0.4928, -2.4021, 1.1948], [0.3388, -1.4053, 0.8433], [1.1263, 2.7743, -0.9423], [1.4237, 4.0356, -1.4026], [0.3912, 4.8059, -1.9211], [-0.8938, 4.2831, -1.9644], [-1.1113, 3.0005, -1.4979], [-0.1176, 2.2619, -0.9966], [2.9920, 0.2012, 1.6766], [3.2420, -0.6185, 0.1432], [3.0943, -2.3707, 2.4790], [1.5674, -4.2192, 3.1318], [-0.7813, -4.2174, 2.2692], [-1.4929, -2.3520, 0.7868], [2.4450, 4.3861, -1.3388], [0.5855, 5.8065, -2.2840], [-1.7218, 4.8584, -2.3535], [-2.0919, 2.5439, -1.5262], [-1.6212, 0.7355, 1.4841], [-2.8354, 0.8089, 1.5077], [-3.7199, 0.4556, 0.3794], [-5.0730, 0.6202, 0.5524], [-5.9336, 0.2858, -0.4945], [-5.5012, -0.2250, -1.7094], [-4.1499, -0.4133, -1.8983], [-3.2294, -0.0712, -0.8670], [-1.9847, -0.2595, -1.0922], [-7.3939, 0.4841, -0.2871], [-7.7414, 0.7742, 0.8353], [-8.1038, 0.3083, -1.2487], [-3.3405, 1.1510, 2.4217], [-5.4886, 0.9971, 1.4788], [-6.2271, -0.4644, -2.4737], [-3.7485, -0.8181, -2.8182], [0.6212, -1.2890, -1.9796], [0.4525, -0.2283, -3.0819], [2.0588, 0.0546, -3.7575], [3.0983, -0.7942, -3.4097], [4.3634, -0.5254, -3.9164], [4.5650, 0.5672, -4.7461], [3.5084, 1.4079, -5.0797], [2.2412, 1.1594, -4.5804], [-0.4506, -0.9793, -4.3974], [-1.2399, -0.1669, -5.2002], [-1.9376, -0.7486, -6.2491], [-1.8499, -2.1184, -6.4639], [-1.0695, -2.9177, -5.6368], [-0.3552, -2.3510, -4.5921], [2.9177, -1.6411, -2.7616], [5.1923, -1.1731, -3.6652], [5.5531, 0.7686, -5.1371], [3.6762, 2.2574, -5.7277], [1.4129, 1.8109, -4.8359], [-1.3084, 0.9000, -5.0198], [-2.5502, -0.1369, -6.8976], [-2.3941, -2.5676, -7.2840], [-1.0130, -3.9835, -5.8127], [0.2576, -2.9570, -3.9375]]
}